(1)
{"formula": "C12H17BrN3OS", "method": "ωB97M-V/def2-TZVPD", "elements": ["C", "C", "C", "C", "C", "N", "S", "N", "C", "C", "Br", "C", "C", "C", "N", "H", "H", "H", "H", "H", "H", "H", "H", "H", "H", "H", "H", "C", "C", "O", "H", "H", "H", "H", "H"], "positions_angstrom": [[-1.3515, 3.4548, -0.8312], [-0.5169, 2.7682, -1.9168], [0.0518, 1.4398, -1.4740], [-0.8340, 0.4061, -1.3887], [-0.3980, -0.8641, -0.9684], [-1.1411, -1.9733, -0.8270], [-0.1589, -3.1200, -0.3218], [1.2304, -2.3371, -0.2870], [0.9688, -1.0791, -0.6655], [1.8731, 0.0005, -0.7839], [3.6763, -0.3615, -0.3697], [1.4554, 1.2426, -1.1501], [2.4528, 2.3687, -1.1955], [2.8915, 2.8576, 0.1885], [1.9836, 3.9254, 0.6555], [-1.4802, 4.5100, -1.0661], [-2.3427, 3.0124, -0.7751], [-0.8816, 3.3867, 0.1434], [0.2481, 3.4447, -2.2747], [-1.1616, 2.5754, -2.7740], [-1.8707, 0.5459, -1.6590], [3.3147, 2.0616, -1.7830], [2.0129, 3.2340, -1.6715], [2.9246, 2.0213, 0.8902], [3.8992, 3.2623, 0.1394], [2.4298, 4.4236, 1.4169], [1.1682, 3.4906, 1.0720], [-2.6830, -4.9135, 2.1075], [-2.4415, -6.2672, 2.8222], [-3.4712, -6.6888, 3.5584], [-2.8913, -4.1324, 2.8443], [-1.8075, -4.6037, 1.5111], [-3.5458, -4.9911, 1.4397], [-1.4762, -6.1228, 3.3971], [-2.1276, -6.9776, 1.9968]], "atomic_forces_ev_per_a": [[0.00, 0.13, -0.25], [-0.05, -0.01, 0.01], [0.13, -0.09, -0.01], [0.01, 0.07, -0.07], [-0.05, -0.22, -0.06], [-0.20, 0.10, 0.03], [0.01, -0.05, -0.04], [0.20, 0.01, 0.04], [-0.03, -0.18, 0.05], [0.11, -0.24, 0.22], [0.23, -0.12, -0.04], [-0.38, 0.29, -0.07], [-0.10, 0.15, 0.06], [-0.25, 0.05, 0.19], [0.20, -0.18, 0.13], [-0.03, 0.09, 0.00], [-0.05, -0.13, 0.15], [0.06, -0.03, 0.14], [0.18, 0.07, 0.03], [-0.04, 0.02, -0.09], [-0.10, 0.01, 0.02], [0.10, -0.07, -0.02], [0.06, 0.13, -0.25], [0.07, -0.02, -0.02], [0.08, 0.12, -0.10], [-0.02, 0.05, 0.00], [-0.12, 0.05, -0.05], [0.09, 0.05, -0.08], [0.09, -0.06, -0.01], [0.02, 0.04, -0.03], [-0.04, -0.01, 0.03], [-0.04, -0.05, 0.06], [-0.04, -0.01, 0.02], [-0.04, 0.02, 0.02], [-0.05, 0.01, 0.00]], "homo_lumo_gap_ev": 3.47, "energy_ha": -3679.14291, "mol_weight_g_mol": 331.3, "charge": -1}

(2)
{"formula": "C12H17CaN2O4", "method": "ωB97M-V/def2-TZVPD", "elements": ["Ca", "O", "H", "C", "C", "C", "O", "C", "O", "O", "H", "H", "H", "H", "H", "H", "N", "C", "C", "C", "C", "H", "H", "H", "H", "H", "N", "C", "C", "C", "C", "H", "H", "H", "H", "H"], "positions_angstrom": [[4.1499, 1.1782, -0.4384], [2.1044, 0.5436, -0.4434], [1.4712, 0.2363, 0.2144], [1.4531, 0.8186, 3.1417], [0.5578, -0.2627, 2.5073], [0.0622, -1.3707, 3.4742], [-1.3191, -1.4693, 3.1579], [-1.7187, -0.4236, 2.4022], [-2.8134, -0.1389, 2.1009], [-0.6135, 0.2796, 1.9499], [0.8285, 1.5063, 3.7211], [1.8416, 1.4611, 2.3420], [2.2248, 0.3858, 3.7730], [1.2383, -0.7584, 1.7910], [0.2865, -1.1757, 4.5228], [0.4891, -2.3374, 3.2115], [-0.1226, 2.0761, -1.6701], [-0.0814, 2.8923, -2.7779], [-1.2624, 3.6000, -2.8084], [-2.0493, 3.1621, -1.7101], [-1.2729, 2.3088, -0.9649], [0.6475, 1.5088, -1.3638], [0.6063, 2.7316, -3.5923], [-1.5741, 4.2210, -3.6318], [-3.0167, 3.4925, -1.3696], [-1.4824, 1.8678, -0.0045], [0.6023, -1.8219, -1.3213], [-0.7503, -1.8637, -1.1905], [-1.1922, -3.0103, -1.7791], [-0.0722, -3.6251, -2.4019], [1.0304, -2.8935, -2.0801], [1.2212, -1.1418, -0.9095], [-1.2927, -1.0718, -0.6987], [-2.2018, -3.3661, -1.8807], [-0.0603, -4.5286, -2.9889], [2.0808, -3.0112, -2.2843]], "atomic_forces_ev_per_a": [[-2.35, -0.60, -0.10], [2.48, 0.58, 0.30], [0.04, 0.32, 0.07], [-1.37, 0.44, -0.29], [1.63, -0.35, 1.02], [0.34, -0.17, -0.93], [-0.37, 0.53, 0.49], [1.00, -0.21, -0.20], [-0.75, 0.06, -0.08], [0.13, -0.22, 0.07], [0.13, -0.24, 0.27], [0.33, -0.22, 0.09], [0.13, 0.01, -0.10], [-0.80, -0.01, -0.46], [-0.52, 0.23, 0.08], [0.16, 0.04, 0.10], [0.34, 0.42, 0.17], [-0.79, -0.24, -0.02], [-0.20, -0.58, -0.40], [0.43, 0.55, 0.78], [-0.19, -0.20, -0.59], [-0.03, -0.13, 0.05], [0.29, 0.13, 0.21], [-0.02, 0.12, 0.09], [-0.04, 0.17, -0.27], [0.11, -0.20, -0.07], [0.65, -0.10, -0.27], [-0.32, 0.02, 0.61], [-0.15, -0.19, -0.87], [0.14, -0.47, 0.17], [0.03, 0.59, 0.47], [-0.21, -0.07, -0.47], [0.00, -0.05, 0.08], [-0.13, 0.18, 0.13], [-0.10, -0.01, 0.02], [-0.02, -0.15, -0.13]], "de_lowest_kcal_mol": 0.0, "homo_lumo_gap_ev": 3.41, "energy_ha": -1555.27164, "mol_weight_g_mol": 293.4, "charge": 1}

What LUMO values result from the calculations? In sequence: 1.4, -6.7 eV.